# 1
Entry from the Open Molecules 2025 dataset: a structure of composition C29H27AsCl2N7NaO4 (the ωB97M-V functional and the def2-TZVPD basis).

E_tot = -5124.1370 hartree
LUMO = 3.9 eV
E_HOMO = -0.1010 Eh
energy above the lowest of the compared OMol25 structures with the same formula, charge and spin = 0.3804 eV
orbital gap = 0.245 hartree
molecular weight = 706.40 g mol⁻¹

```
! RIJCOSX wB97M-V def2-TZVPD def2/J DEFGRID3
* xyz -2 1
Na -0.82879 -0.50073 -1.51342
O 1.85495 -3.26352 -3.80582
C 1.18854 -2.31994 -3.31982
N 0.16796 -2.36088 -2.48765
C -0.21534 -3.70965 -2.10854
C -1.17618 -3.63246 -0.95232
C -2.55328 -3.64758 -1.16174
C -3.41230 -3.47578 -0.09309
C -2.87023 -3.33719 1.17439
C -1.49106 -3.34973 1.29655
N -0.65307 -3.47469 0.26907
C 1.62186 -0.90597 -3.65687
C 2.89794 -0.47448 -3.29520
C 3.26600 0.83133 -3.55177
C 2.35911 1.66663 -4.19070
C 1.12025 1.14715 -4.52385
N 0.74397 -0.10529 -4.26347
H 0.64995 -4.31733 -1.82109
H -0.69957 -4.22962 -2.94727
H -2.92917 -3.72795 -2.17372
H -4.48109 -3.40259 -0.24613
H -3.49704 -3.17647 2.04169
H -1.02941 -3.23977 2.27370
H 3.56484 -1.16974 -2.80241
H 4.23428 1.20343 -3.23823
H 2.58797 2.70483 -4.39568
H 0.37463 1.77443 -5.00385
O -4.64588 -0.77985 0.57359
C -3.50707 -0.37262 0.29214
O -2.83128 -0.55422 -0.74920
C -2.79887 0.45424 1.39149
C -3.49703 0.76456 2.59087
C -2.87770 1.50466 3.54838
C -1.55287 1.95983 3.32942
C -0.82391 2.73603 4.26257
C 0.44996 3.14466 3.97944
C 1.05732 2.79431 2.75127
C 0.37735 2.03934 1.83848
C -0.94320 1.60742 2.10768
N -1.57526 0.85208 1.16312
H -4.50602 0.38958 2.68903
H -3.37909 1.75920 4.47737
H -1.29466 3.00301 5.20337
H 0.99942 3.74146 4.69845
H 2.06644 3.11845 2.52523
H 0.81707 1.73943 0.89500
Cl -4.32250 3.04559 -2.32354
C -2.73486 2.22024 -2.29851
Cl -2.53663 1.11725 -3.66503
H -2.68853 1.62416 -1.39486
H -1.95435 2.96600 -2.34673
C 3.75459 -1.48702 3.07951
As 2.23319 -2.24141 2.06754
C 2.42012 -1.06713 0.51210
C 0.85631 -1.19828 3.00409
H 3.69874 -0.39689 3.10440
H 4.69098 -1.78570 2.60602
H 3.74327 -1.87530 4.09957
H 2.65217 -0.04603 0.81990
H 1.50940 -1.05501 -0.08929
H 3.22224 -1.43983 -0.12549
H 1.19673 -0.17534 3.16995
H 0.62687 -1.66687 3.96244
H -0.04824 -1.17106 2.39779
O 0.50996 1.39340 -1.33760
N 0.45664 2.54290 -1.80160
C 1.46518 3.35369 -1.46793
C 1.46498 4.66892 -2.00905
N 1.49235 5.73704 -2.44465
C 2.54599 2.92841 -0.63682
N 3.41495 2.60028 0.04734
*
```

Here are the Löwdin charges for atoms 1 to 6, given in e: Na 0.260; O -0.054; C -0.562; N 0.022; C -0.205; C -0.284

=====

# 2
Entry from the Open Molecules 2025 dataset: a structure of composition C29H27IN2O2V (the ωB97M-V functional and the def2-TZVPD basis).

E_tot = -2622.4158 hartree
LUMO (alpha / beta) = -8.1 / -7.9 eV
E_HOMO (alpha / beta) = -0.4924 / -0.4925 Eh
energy above the lowest of the compared OMol25 structures with the same formula, charge and spin = 0.0000 eV
orbital gap (alpha / beta) = 0.194 / 0.203 hartree
molecular weight = 613.40 g mol⁻¹

```
! RIJCOSX wB97M-V def2-TZVPD def2/J DEFGRID3
* xyz 2 2
V -0.12412 -0.77580 -0.04343
C 3.45155 -0.66980 -0.79244
C 3.20707 -2.08024 -0.24264
C 3.79492 -3.14225 -1.17643
C 1.74288 -2.35198 0.01811
C 1.19551 -2.29026 1.31039
C -0.14940 -2.61532 1.56055
C -1.00629 -3.02436 0.52811
C -2.42692 -3.40805 0.80001
C -0.47273 -3.02579 -0.77658
C 0.85280 -2.66653 -1.03402
H 4.52324 -0.51247 -0.90324
H 3.06551 0.10286 -0.12588
H 2.99198 -0.55064 -1.77619
H 3.70982 -2.15911 0.72464
H 3.42245 -3.03538 -2.19650
H 3.58080 -4.15284 -0.82790
H 4.87634 -3.02240 -1.21471
H 1.82524 -1.99754 2.14163
H -0.52920 -2.52905 2.57163
H -2.44714 -4.36082 1.33253
H -2.99581 -3.51483 -0.12072
H -2.91723 -2.66791 1.43351
H -1.11948 -3.28464 -1.60336
H 1.19548 -2.62689 -2.06073
C 0.49410 1.26230 5.15049
C -0.88645 1.12462 5.04663
C -1.46653 0.76213 3.84472
C -0.64836 0.53258 2.74354
C 0.73376 0.66981 2.83815
C 1.30405 1.04063 4.04375
N -1.18533 0.16611 1.48150
N -2.34592 0.53717 1.20513
C -2.78207 0.16950 -0.05974
C -4.02146 0.62825 -0.49193
C -4.43614 0.31810 -1.77704
C -3.61086 -0.42414 -2.61239
C -2.36384 -0.88027 -2.17414
C -1.94184 -0.59818 -0.89011
H 0.93931 1.54755 6.09370
H -1.51282 1.30036 5.91033
H -2.53834 0.64839 3.75440
H 1.36017 0.55065 1.95768
H 2.37510 1.17090 4.11787
H -4.62786 1.22416 0.17772
H -5.39639 0.66248 -2.13505
H -3.93117 -0.65146 -3.62063
H -1.73691 -1.42562 -2.86984
I 0.69705 7.48671 -2.16395
C 0.66777 5.40836 -2.13495
C 0.69304 4.70405 -3.33704
C 0.67402 3.32457 -3.31509
C 0.62916 2.64780 -2.09144
C 0.60528 3.36061 -0.88942
C 0.62506 4.74011 -0.91343
C 0.60929 1.20285 -2.14026
O 0.64927 0.42500 -3.03043
O 0.51537 0.59439 -0.79744
H 0.72913 5.23256 -4.27887
H 0.69605 2.75948 -4.23747
H 0.57772 2.83929 0.05790
H 0.61033 5.30020 0.01080
*
```

Here are the Löwdin charges for atoms 1 to 6, given in e: V 0.969; C -0.031; C -0.353; C -0.035; C -0.189; C -0.011

=====

# 3
Entry from the Open Molecules 2025 dataset: a structure of composition C29H27N2O4ReS (the ωB97M-V functional and the def2-TZVPD basis).

E_tot = -2007.9498 hartree
LUMO (alpha / beta) = -3.5 / -4.1 eV
E_HOMO (alpha / beta) = -0.3947 / -0.3956 Eh
orbital gap (alpha / beta) = 0.266 / 0.245 hartree
molecular weight = 685.82 g mol⁻¹

```
! RIJCOSX wB97M-V def2-TZVPD def2/J DEFGRID3
* xyz 1 4
Re -0.52449 0.03758 -0.01170
C -4.32187 0.75030 2.04809
O -3.94937 2.13127 2.05264
C -2.68333 2.51415 2.30843
C -2.52769 3.79367 2.81701
C -1.27441 4.32709 3.10952
C -0.14858 3.56993 2.89015
C -0.27474 2.29200 2.32979
C 0.89769 1.47101 2.18842
N 0.93298 0.43973 1.42294
N 2.00511 -0.44335 1.51612
C 1.75371 -1.47288 0.78643
O 0.62993 -1.59340 0.06875
C 2.70909 -2.59277 0.74176
C 3.93268 -2.50130 1.40374
C 4.81701 -3.56424 1.36187
C 4.48552 -4.72046 0.66536
C 3.26646 -4.81416 0.00754
C 2.37719 -3.75118 0.04352
C -1.54266 1.75515 2.02692
O -1.67590 0.52290 1.49545
H -5.40408 0.75292 1.96172
H -4.03203 0.27038 2.98405
H -3.88844 0.21165 1.20827
H -3.42889 4.36765 2.99129
H -1.19528 5.32222 3.52530
H 0.83612 3.94832 3.14055
H 1.77470 1.67299 2.79817
H 4.17314 -1.59855 1.94858
H 5.76901 -3.49300 1.87150
H 5.17908 -5.55110 0.63708
H 3.01050 -5.71418 -0.53638
H 1.42272 -3.81559 -0.46111
C -5.29724 -1.76179 -2.16518
C -4.11118 -2.29263 -1.60971
C -3.08219 -1.46082 -1.27724
C -3.17766 -0.05833 -1.46740
C -2.11648 0.83103 -1.09955
C -2.28202 2.18438 -1.28675
C -3.47440 2.71101 -1.83791
C -4.48810 1.87185 -2.19533
C -4.36829 0.46795 -2.02254
C -5.41921 -0.41843 -2.36974
H -6.10818 -2.42833 -2.42672
H -4.01948 -3.36053 -1.45871
H -2.17008 -1.89213 -0.86021
H -1.51461 2.88228 -0.96073
H -3.57912 3.78248 -1.96100
H -5.41184 2.26971 -2.60087
H -6.32528 -0.00718 -2.80133
O 0.77751 0.37797 -1.62586
S 0.58256 1.19044 -2.93037
C 0.88268 2.92271 -2.48455
C 2.01853 3.40264 -3.38087
C 3.01594 2.24825 -3.42541
C 2.19003 1.00768 -3.74617
H 1.18016 2.88428 -1.43373
H -0.04633 3.47703 -2.58876
H 2.45721 4.31902 -2.98925
H 1.64415 3.61831 -4.38386
H 3.50714 2.13459 -2.45821
H 3.78753 2.40024 -4.17811
H 2.60501 0.06711 -3.38690
H 1.97359 0.91985 -4.81133
*
```

Here are the Löwdin charges for atoms 1 to 6, given in e: Re 1.752; C -0.032; O -0.052; C -0.223; C 0.033; C -0.058

=====

# 4
Entry from the Open Molecules 2025 dataset: a structure of composition C29H27N3OP2PtS2 (the ωB97M-V functional and the def2-TZVPD basis).

E_tot = -2958.6388 hartree
LUMO (alpha / beta) = -5.3 / -8.9 eV
E_HOMO (alpha / beta) = -0.4682 / -0.5239 Eh
orbital gap (alpha / beta) = 0.275 / 0.198 hartree
molecular weight = 754.71 g mol⁻¹

```
! RIJCOSX wB97M-V def2-TZVPD def2/J DEFGRID3
* xyz 2 5
Pt -0.37477 0.26865 -2.14557
S 2.00718 -0.86691 -2.15986
P 1.47807 -1.04376 -0.21674
C -0.25258 -0.91961 -0.45786
P -1.87859 -1.00945 0.05164
S -2.56770 -0.88068 -1.95515
C -2.46588 0.45377 0.87406
C -1.61293 1.53505 1.09466
C -2.09882 2.65367 1.74818
C -3.42407 2.69558 2.15968
C -4.27536 1.61941 1.93036
C -3.79977 0.48935 1.29098
C -2.41754 -2.48873 0.87889
C -2.74899 -3.62945 0.14807
C -3.02780 -4.81048 0.81549
C -2.96418 -4.85066 2.20292
C -2.63183 -3.71382 2.92965
C -2.36027 -2.52674 2.27300
C 2.00326 -2.55119 0.58215
C 1.11448 -3.59316 0.82329
C 1.56710 -4.75346 1.43079
C 2.90235 -4.87510 1.78651
C 3.79448 -3.83761 1.53890
C 3.34855 -2.67361 0.93946
C 1.92484 0.34268 0.83227
C 2.29690 1.56357 0.27731
C 2.51578 2.65491 1.10319
C 2.35570 2.52695 2.47648
C 1.98820 1.30675 3.03193
C 1.77514 0.21042 2.21405
H -0.57961 1.49345 0.77033
H -1.44466 3.49353 1.93892
H -3.79832 3.57406 2.66770
H -5.30581 1.66309 2.25368
H -4.45750 -0.35560 1.12389
H -2.79868 -3.60035 -0.93429
H -3.29990 -5.69486 0.25681
H -3.18375 -5.77335 2.72302
H -2.59474 -3.75224 4.00941
H -2.11500 -1.63771 2.84223
H 0.07304 -3.50995 0.53602
H 0.87739 -5.56456 1.62060
H 3.25419 -5.78282 2.25801
H 4.83508 -3.93831 1.81434
H 4.04544 -1.86425 0.75371
H 2.42821 1.64627 -0.79545
H 2.82473 3.60144 0.68091
H 2.53309 3.37906 3.11911
H 1.88146 1.20966 4.10352
H 1.50624 -0.74522 2.64839
C 1.63268 4.82023 -5.10883
N 0.85689 3.85028 -4.35258
C -0.45973 4.10842 -3.77990
C -0.73235 2.78890 -3.10056
O -1.68100 2.42351 -2.41785
N 0.30862 1.94430 -3.32919
C 1.25048 2.61844 -4.02735
N 2.42388 2.09214 -4.32927
H 0.95604 5.57688 -5.49737
H 2.10503 4.33685 -5.96378
H 2.38541 5.30457 -4.48532
H -1.20635 4.32164 -4.54668
H -0.43615 4.92863 -3.06010
H 2.62969 1.15066 -4.03305
H 3.11501 2.59690 -4.85771
*
```

Here are the Löwdin charges for atoms 1 to 6, given in e: Pt 0.833; S 0.349; P 0.490; C -0.654; P 0.610; S 0.575

=====

# 5
Entry from the Open Molecules 2025 dataset: a structure of composition C29H27N9O3S2Sc (the ωB97M-V functional and the def2-TZVPD basis).

E_tot = -3396.9485 hartree
LUMO = -2.7 eV
E_HOMO = -0.3597 Eh
energy above the lowest of the compared OMol25 structures with the same formula, charge and spin = 0.2221 eV
orbital gap = 0.261 hartree
molecular weight = 658.69 g mol⁻¹

```
! RIJCOSX wB97M-V def2-TZVPD def2/J DEFGRID3
* xyz 1 1
Sc -0.07758 -0.22708 0.03528
C 3.17126 0.72417 -0.89864
O 1.76225 0.82342 -1.13205
C 1.36566 1.24677 -2.37683
C 2.19782 1.31970 -3.48205
C 1.66481 1.76908 -4.68488
C 0.32973 2.13427 -4.78346
C -0.49430 2.05594 -3.66990
C 0.03100 1.61423 -2.47015
N -0.72500 1.46976 -1.25634
N -1.72522 2.23766 -1.20547
C -2.51187 2.29316 -0.08440
C -2.16942 1.70387 1.13793
O -1.12336 0.95116 1.27524
C -2.99021 1.94788 2.28384
C -4.11601 2.69126 2.16712
C -4.50954 3.29115 0.92932
C -5.68495 4.06454 0.84322
C -6.04424 4.65407 -0.33831
C -5.22883 4.47932 -1.47009
C -4.08402 3.72802 -1.41127
C -3.69530 3.11522 -0.20278
H 3.64528 1.66389 -1.18562
H 3.28299 0.55294 0.16515
H 3.58645 -0.11522 -1.45705
H 3.23700 1.03620 -3.41470
H 2.30445 1.82860 -5.55460
H -0.07318 2.47947 -5.72486
H -1.53714 2.33319 -3.72366
H -2.68056 1.51671 3.22563
H -4.74268 2.85827 3.03565
H -6.29529 4.18911 1.72890
H -6.94119 5.25351 -0.40187
H -5.50721 4.94986 -2.40378
H -3.46968 3.61319 -2.29160
O -0.15203 -1.33836 -1.67661
N 0.15548 -2.62672 -1.81756
C -0.53331 -3.30086 -2.76425
C -0.26142 -4.61829 -3.00496
C 0.73929 -5.23752 -2.24820
C 1.41532 -4.52659 -1.29293
C 1.12853 -3.17250 -1.04907
S 1.89464 -2.16264 0.10120
H -1.27175 -2.70295 -3.27356
H -0.81694 -5.14438 -3.76572
H 0.98142 -6.27781 -2.41451
H 2.19077 -4.98683 -0.69828
N -2.56625 -2.77561 2.72734
C -1.37767 -3.07826 3.36448
C -0.39741 -2.52873 2.60320
N -0.95620 -1.88528 1.52300
C -2.25453 -2.04973 1.63486
C -3.14279 -1.47791 0.63418
N -2.62916 -0.86200 -0.40122
C -3.70063 -0.42790 -1.14338
C -4.86286 -0.79356 -0.53920
N -4.49459 -1.46968 0.60578
H -3.48136 -3.06541 3.02303
H -1.35193 -3.65014 4.27294
H 0.66670 -2.54658 2.75141
H -3.57223 0.12533 -2.05671
H -5.89296 -0.63608 -0.79890
H -5.12412 -1.84597 1.29188
N 3.66832 -0.89631 2.51221
C 3.02096 0.20507 2.90724
N 3.60883 0.92244 3.87781
S 1.52700 0.73693 2.31131
H 4.55451 -1.15336 2.91379
H 3.27025 -1.50993 1.81977
H 4.46353 0.63467 4.32211
H 3.14990 1.75506 4.20173
*
```

Here are the Löwdin charges for atoms 1 to 6, given in e: Sc 0.827; C -0.075; O -0.213; C -0.229; C 0.001; C -0.064

=====

# 6
Entry from the Open Molecules 2025 dataset: a structure of composition C29H28BeCl4O2SSbSi (the ωB97M-V functional and the def2-TZVPD basis).

E_tot = -4055.1026 hartree
LUMO (alpha / beta) = 1.7 / 1.7 eV
E_HOMO (alpha / beta) = -0.1139 / -0.1180 Eh
orbital gap (alpha / beta) = 0.175 / 0.179 hartree
molecular weight = 741.28 g mol⁻¹

```
! RIJCOSX wB97M-V def2-TZVPD def2/J DEFGRID3
* xyz -1 1
Be -1.78038 1.49851 -0.34659
Cl -3.30979 0.92614 1.16346
C -3.51308 -0.81405 1.45375
C -4.86538 -1.12934 1.50953
C -5.26721 -2.42265 1.77082
C -4.29740 -3.39186 1.95785
C -2.95998 -3.05295 1.88470
Cl -1.84142 -4.36239 2.12544
C -2.48199 -1.74204 1.63621
S -0.73941 -1.51798 1.68815
H -5.59341 -0.34710 1.35077
H -6.31823 -2.67026 1.82213
H -4.56383 -4.41991 2.15775
C 6.58320 -0.43461 -2.79053
C 5.60107 -1.41186 -2.70264
C 4.72228 -1.41906 -1.62840
C 4.79852 -0.45018 -0.62649
C 5.80776 0.50914 -0.71621
C 6.69598 0.51368 -1.78233
Sb 3.21177 -0.26412 0.79518
C 2.62433 2.55774 0.28726
C 2.63216 3.57053 1.35881
C 3.41413 4.60272 0.98432
C 3.94369 4.35591 -0.34726
C 3.52156 3.14558 -0.77053
C 1.51653 2.00641 -0.19267
C 4.58987 0.01553 2.46917
C 5.08733 -1.11526 3.11456
C 5.97840 -1.00196 4.17340
C 6.37846 0.25226 4.61615
C 5.88264 1.38725 3.99114
C 4.99646 1.26762 2.92659
H 7.24741 -0.40457 -3.64546
H 5.50361 -2.15737 -3.48261
H 3.95970 -2.18881 -1.57311
H 5.90146 1.26722 0.05375
H 7.46420 1.27595 -1.83684
H 2.10141 3.46300 2.29174
H 3.60515 5.48184 1.58316
H 4.56271 5.03719 -0.91291
H 3.65515 2.75979 -1.76872
H 2.14819 0.22559 -1.03892
H 4.77764 -2.10288 2.78789
H 6.35787 -1.89413 4.65783
H 7.06867 0.34354 5.44598
H 6.18361 2.37105 4.33215
H 4.62048 2.16561 2.44709
C 0.51518 -2.10921 -0.95853
Si -0.13676 -0.43838 -0.30032
C 1.06107 0.00085 -3.03794
C -1.92735 -0.63493 -1.24465
H -0.24769 -2.56072 -1.58970
H 0.76946 -2.75904 -0.12445
H 1.40030 -1.99563 -1.58845
H 2.03442 0.01264 -3.63240
H 2.20607 1.56093 -2.17485
H 0.38196 -0.54665 -3.69429
H -1.58877 -0.62750 -2.28393
H -2.88307 -0.11458 -1.22467
H -2.02732 -1.66275 -0.90464
Cl 0.96545 0.96666 -1.53552
C -0.16962 2.15233 -2.01822
Cl -0.27291 1.80461 1.53661
C -1.52150 2.39000 -2.63003
O -1.88199 2.53188 -3.76958
O -2.37104 2.40411 -1.58184
H 0.04163 3.19950 -1.56959
*
```

Here are the Löwdin charges for atoms 1 to 6, given in e: Be 0.024; Cl 0.840; C -0.552; C -0.127; C -0.084; C -0.125